ORCA calculation (ωB97M-V/def2-TZVPD) on a 3-piece molecular cluster, C18H40IN2O8P2 overall.

XYZ file:
```
71
Properties=species:S:1:pos:R:3:forces:R:3
H -1.195 -4.093 2.395 0.0 0.0 0.0
O -0.928 -2.233 4.422 0.5 -0.5 -0.7
C 0.198 3.447 -5.963 -0.3 0.1 -0.2
H -1.496 -1.623 2.528 0.0 0.0 0.0
H 3.216 6.188 -3.202 0.1 -0.1 0.0
H 0.423 2.380 -5.926 -0.1 0.0 0.1
C -2.096 -3.680 2.855 0.2 0.0 -0.1
C -1.851 -2.263 3.344 -0.3 0.0 -0.1
H -1.942 3.301 -5.729 0.1 -0.1 0.0
N -4.371 -0.810 -1.828 0.7 0.3 -0.6
O 1.843 3.979 -2.839 0.6 -2.8 0.0
O 0.397 4.065 -4.685 0.9 -0.7 0.1
C -3.196 -0.875 -2.565 0.0 -0.7 0.6
H 0.909 3.904 -6.655 0.0 0.1 0.1
H -0.687 -0.361 -1.183 0.0 -0.1 0.2
H 3.867 3.785 -3.166 -0.1 -0.1 0.1
I -1.350 -4.204 -3.829 -0.1 0.1 0.2
H -2.781 -1.835 3.720 0.1 0.0 0.1
C -1.228 -2.386 -2.686 0.2 -0.4 0.8
C -4.408 -1.844 -1.016 -1.2 -0.7 1.2
H -2.817 -0.206 -3.318 -0.5 0.4 0.1
O 1.261 -1.966 5.589 0.2 -0.5 -0.6
H 1.616 -4.204 6.883 0.1 0.1 -0.1
O 0.973 -1.029 3.389 0.8 -2.0 -2.5
C 1.924 0.228 6.349 -0.2 0.1 0.0
H -1.385 3.222 -7.412 0.0 0.0 0.0
H 1.219 3.135 -0.279 0.0 0.0 0.0
H 0.703 4.792 -0.016 -0.1 0.0 0.0
H -0.686 -2.937 -0.688 0.1 -0.2 -0.1
H -2.902 -3.696 2.115 0.0 0.0 0.0
H -5.059 -0.077 -1.903 -0.1 -0.1 0.2
H 4.010 5.721 -4.719 0.0 -0.1 0.1
C -0.760 3.578 -1.036 0.0 0.1 0.2
H 1.180 0.704 5.710 0.1 0.0 -0.1
O 0.775 -3.895 4.357 0.6 0.6 -2.4
H 2.891 3.480 -4.600 -0.1 0.0 0.0
C -1.216 3.692 -6.442 -0.1 0.1 0.1
H 3.073 -1.582 6.446 -0.1 -0.1 0.0
H -2.363 -4.339 3.680 -0.1 0.1 0.0
H 2.254 -5.303 4.105 -0.1 0.1 -0.1
H -1.638 4.141 -0.718 0.0 0.0 -0.1
H -5.206 -2.039 -0.317 0.0 0.0 0.0
C 0.359 3.758 -0.026 0.1 -0.1 -0.1
H 2.765 -5.504 6.530 0.0 0.0 -0.1
H -0.966 -1.603 -3.395 0.1 -0.1 -0.1
P 0.518 3.165 -3.321 -4.7 6.1 -1.4
H 1.454 0.065 7.320 0.1 0.0 0.0
C 1.856 -5.009 6.190 -0.3 0.1 0.2
C 3.129 5.570 -4.096 -0.3 0.2 0.0
O -0.397 4.085 -2.318 0.5 -0.5 0.3
C 0.167 -1.038 -1.105 0.6 0.0 -0.2
P 0.669 -2.298 4.099 -1.9 2.2 6.0
C 2.380 -1.087 5.760 0.0 0.3 0.2
H 0.938 -0.619 -1.755 0.0 0.0 0.0
H 2.765 0.910 6.479 0.0 0.0 0.0
H 0.556 -1.029 -0.086 -0.1 0.1 0.0
C -0.190 -2.460 -1.543 -0.8 0.2 0.3
H 2.910 -0.935 4.819 -0.1 0.0 -0.1
N -3.336 -2.613 -1.172 0.5 1.2 -1.0
H 2.253 5.921 -4.638 0.0 -0.1 -0.1
H -1.403 4.762 -6.536 0.1 0.0 0.0
H 1.028 -5.719 6.232 0.1 -0.1 -0.1
H -1.051 2.524 -1.115 0.0 0.0 0.0
H -3.087 -3.477 -0.713 -0.3 0.0 0.2
O -0.480 2.088 -3.628 2.8 -2.4 0.9
H 0.665 -3.088 -1.784 0.1 0.2 -0.2
C 2.027 -4.482 4.785 0.3 -0.4 0.1
C 2.986 4.115 -3.718 0.5 0.1 0.0
H 2.846 -3.765 4.724 -0.1 0.1 0.0
C -2.557 -1.989 -2.130 0.8 0.1 -1.4
H 0.023 3.486 0.976 0.0 0.0 0.0
```
Positions in Å, forces in eV/Å.

## Properties
LUMO ... -3.0 eV
HOMO energy ... -12.094 eV
Charge ... +1
Max |F| ... 7.81 eV Å⁻¹
Kohn-Sham gap ... 9.1 eV